11 unconnected molecules or ions with the total composition C62H157N11O20 at a distorted geometry. Source: the Open Molecules 2025 dataset; level of theory: the ωB97M-V functional and the def2-TZVPD basis.

```
250
Properties=species:S:1:pos:R:3
N -15.43 7.54 -0.93
H -10.43 5.89 1.74
O -11.07 3.93 0.85
C -14.30 8.02 3.79
H -20.40 10.16 5.63
N -22.47 11.95 11.65
C -10.53 12.21 6.30
H -13.70 9.28 -2.84
H -17.76 8.67 1.19
H -11.70 7.29 13.62
H -20.43 11.37 11.93
C -21.10 13.31 15.30
H -12.56 9.47 -1.67
O -12.94 16.26 4.81
H -20.35 8.22 9.22
C -6.58 6.80 3.37
C -22.76 10.73 10.93
H -12.86 12.12 6.42
O -17.09 2.02 6.08
O -19.66 7.73 4.74
H -5.01 9.48 4.22
C -11.90 2.50 3.50
H -18.32 1.51 7.67
H -21.84 8.29 8.40
H -19.33 10.38 6.87
H -16.56 3.58 -0.69
H -19.47 4.40 15.42
C -14.10 -0.39 2.58
O -10.46 5.68 7.77
H -5.70 14.64 -1.81
H -12.42 6.30 7.25
C -18.38 1.78 6.61
H -12.23 8.62 1.76
N -14.74 8.71 6.20
C -9.10 5.79 5.83
C -20.11 5.45 13.65
H -19.73 13.39 13.03
H -19.77 9.21 -0.51
C -9.37 7.34 14.97
H -19.01 6.11 3.60
O -16.08 9.35 9.53
H -10.29 12.61 5.32
C -10.18 3.88 -0.24
H -19.83 4.42 11.78
H -10.24 4.74 -0.90
N -21.46 5.63 13.27
H -4.86 8.50 2.84
H -9.36 7.46 7.15
H -13.28 9.89 2.20
H -15.10 8.72 3.55
C -8.60 10.82 1.03
C -17.73 5.87 10.74
H -16.00 5.28 -0.27
O -6.21 15.52 -0.06
H -16.78 10.03 5.75
H -17.72 6.72 10.07
H -14.26 9.69 9.13
H -16.01 10.56 -2.10
H -10.72 7.03 6.24
C -9.50 8.65 1.04
C -12.77 1.24 3.70
H -13.34 -1.16 2.51
O -21.11 9.92 9.27
C -16.77 4.52 -0.18
C -17.32 10.94 5.51
H -7.68 13.95 1.00
C -15.10 8.39 7.57
H -8.28 5.32 6.38
H -21.25 6.15 12.43
H -14.49 12.42 2.82
H -17.51 10.35 8.31
H -5.64 6.46 2.94
H -13.43 15.61 6.75
H -14.47 7.21 3.08
O -6.20 7.80 4.21
H -8.34 7.38 4.91
H -11.86 15.46 6.34
H -11.53 12.64 8.19
C -9.91 6.58 6.83
H -18.09 9.76 9.76
H -16.05 8.00 -1.57
H -17.64 5.04 -0.58
H -9.29 9.96 6.11
H -10.04 10.30 4.52
H -9.64 6.49 14.34
H -9.42 12.89 1.29
C -5.11 16.48 -0.02
O -16.08 11.19 3.21
H -15.80 7.16 5.10
C -12.49 9.26 2.60
H -15.11 11.40 1.48
H -15.58 11.87 -1.06
H -20.33 5.82 4.90
O -14.18 10.34 -1.15
H -21.79 11.68 9.22
N -12.81 13.08 6.71
H -21.84 8.26 10.28
O -18.75 6.22 11.78
C -22.23 10.71 9.46
C -5.95 14.30 -0.81
H -12.40 7.76 15.90
C -15.91 8.07 0.37
C -14.15 16.21 4.09
C -11.95 4.99 2.87
H -16.86 3.04 3.82
C -7.50 5.78 4.00
H -12.14 0.40 3.99
H -17.50 11.41 6.48
N -12.67 3.71 3.10
H -7.96 13.68 -1.36
H -19.04 9.60 -2.10
O -17.01 4.20 1.19
H -23.03 10.47 8.76
H -9.04 6.94 15.93
C -11.42 13.07 7.20
C -11.44 8.32 13.90
C -10.21 9.92 5.52
C -19.12 8.85 -1.31
H -11.52 2.70 4.50
C -15.84 3.95 2.01
H -14.23 4.01 4.16
H -8.68 10.61 2.10
C -15.38 11.99 2.36
C -19.24 5.04 12.45
H -13.05 3.59 2.17
H -17.98 8.07 5.95
H -19.80 6.40 14.09
O -11.07 10.92 6.22
C -15.10 3.45 5.77
H -6.80 12.43 -1.41
H -18.74 5.80 5.27
H -16.01 7.78 7.55
H -18.12 5.07 10.10
H -15.37 3.04 1.64
C -19.03 8.34 5.92
H -12.08 13.64 4.79
N -8.60 6.46 4.60
H -17.87 7.15 0.17
H -15.92 12.86 1.99
H -7.09 7.13 2.47
H -20.65 12.67 10.72
H -22.82 11.89 12.60
H -7.61 10.48 0.71
H -14.69 -0.66 1.71
H -14.30 6.66 5.57
H -11.05 14.07 7.43
O -13.48 0.83 2.56
O -9.62 9.89 0.50
H -14.19 15.43 3.33
O -21.38 12.62 14.10
H -11.71 5.53 3.78
H -13.78 9.02 6.19
C -19.38 9.91 5.89
H -4.15 16.00 0.20
H -23.85 10.73 10.87
C -15.16 9.59 8.52
H -18.38 4.47 12.80
H -12.38 8.87 13.95
N -7.54 13.05 0.56
O -10.80 8.85 12.76
H -19.51 7.92 6.80
H -10.28 2.94 -0.78
H -5.03 13.76 -0.60
H -18.88 1.00 6.05
C -5.61 8.89 3.54
C -14.80 7.57 5.23
C -11.50 8.74 11.49
H -15.58 7.38 1.16
N -15.15 4.16 4.54
H -8.65 8.10 0.63
H -14.28 7.78 7.92
H -21.85 14.10 15.38
H -13.47 1.46 4.51
H -16.72 5.70 11.12
H -5.05 16.95 -1.00
H -12.68 5.69 2.44
C -7.07 13.32 -0.84
H -9.15 3.78 0.11
C -12.84 15.33 5.88
H -12.32 5.19 8.60
H -10.36 8.08 0.68
H -14.68 2.45 5.64
C -13.98 7.77 -1.22
C -16.48 3.19 6.58
H -11.69 9.96 2.85
H -11.80 7.75 11.15
H -14.75 -0.26 3.45
O -17.75 8.93 -0.87
H -10.20 9.22 15.45
N -11.44 7.61 16.19
H -15.31 10.47 7.90
H -14.31 3.99 6.30
H -15.54 12.06 5.18
H -22.39 9.91 11.54
H -17.16 4.04 6.50
C -15.15 11.13 -1.73
C -16.40 11.79 4.57
C -17.36 9.51 8.99
H -21.46 12.75 16.17
H -13.71 7.03 -1.97
H -16.91 12.75 4.44
H -9.61 12.07 6.86
H -18.45 10.40 4.04
H -20.12 13.71 15.55
H -12.40 9.31 11.27
H -10.78 8.95 10.69
H -14.68 11.82 -2.43
H -15.23 4.84 1.93
H -13.79 13.76 4.87
H -9.90 4.49 2.55
C -8.76 12.31 0.64
C -16.19 3.87 3.59
C -10.71 4.85 1.91
H -11.24 6.64 16.04
C -10.60 8.24 15.19
H -15.50 9.02 0.71
C -17.44 8.14 0.29
H -9.40 8.73 2.12
H -11.77 6.93 8.73
H -13.40 7.45 -0.35
H -18.91 2.73 6.51
C -20.78 13.18 12.88
H -8.52 7.84 14.51
H -11.09 2.46 2.77
O -12.94 8.51 3.74
H -9.23 12.34 -0.34
H -8.02 5.22 3.22
C -12.89 13.89 5.48
H -10.65 8.93 5.57
H -16.90 4.69 3.65
C -13.61 9.19 -1.76
H -6.25 9.66 3.11
H -5.39 17.25 0.69
C -11.81 6.02 8.12
H -19.57 7.95 -1.72
H -22.10 6.18 13.83
C -19.41 6.33 4.59
H -14.14 17.20 3.62
C -21.02 12.25 11.66
H -9.77 4.99 5.51
C -20.29 4.34 14.70
H -16.30 3.07 7.65
H -21.21 4.48 15.28
C -21.37 8.57 9.34
H -6.87 5.02 4.48
H -17.46 8.54 8.51
N -18.59 10.75 4.98
H -21.32 14.11 12.69
H -20.39 3.40 14.17
H -15.07 16.22 4.67
```

- E_LUMO: 0.50 eV
- SMILES: COC[C@H](C)N.COC[C@H](C)N.COCCNCCOC.COCCNCCOC.COCCNCCOC.COCCNCCOC.COCCNCCOC.COCCNCCOC.COCCNCCOC.COCCNCCOC.COCCNCCOC
- HOMO: -7.93 eV
- Energy relative to the best compared isomer or geometry (same formula, charge and spin): 943.0 kJ/mol
- F_max: 4.082 eV Å⁻¹
- Gap between HOMO and LUMO: 8.43 eV